15
Properties=species:S:1:pos:R:3:forces:R:3 method="wB97M-V/def2-TZVPD" e_above_lowest_kj_mol=278.71 lumo_ha=-0.22559 total_charge=+2 spin_multiplicity=1 total_energy_ev=-8614.7277 homo_lumo_gap_ha=0.390
C 7.197 -0.669 -0.347 -1.75 -1.47 -1.43
N 8.353 -0.301 0.000 0.16 0.38 0.38
N -8.790 0.132 0.335 2.59 2.62 0.17
N -9.403 -0.900 0.448 -3.80 -2.10 -1.74
N 8.834 0.772 0.628 -0.28 0.57 0.86
N -9.025 0.956 -0.578 -1.59 1.79 -1.48
H 6.278 -0.062 -0.202 0.94 -0.36 -0.23
H 7.188 -1.692 -0.895 -0.32 1.95 1.28
H 9.030 -1.021 -0.040 1.21 -0.80 -0.40
H -10.244 -1.183 -0.067 0.13 0.48 -0.51
H -9.274 -1.460 1.211 1.23 -1.55 2.56
H 9.818 0.839 0.653 1.14 -0.40 -0.07
H 8.434 1.684 0.559 -1.06 0.13 -0.39
H -9.908 1.093 -1.145 0.96 -1.12 0.72
H -8.488 1.811 -0.559 0.44 -0.12 0.29